1:
Here is C48H128O16 as an isolated structure from the OMol25 dataset. Energies are from ωB97M-V/def2-TZVPD.

Geometry as ORCA input:
```
! wB97M-V def2-TZVPD RIJCOSX def2/J DEFGRID3
* xyz 0 1
C -1.039 2.748 -4.208
C -1.284 2.815 -2.687
C -0.950 1.446 -2.040
O -0.306 3.713 -2.251
H -0.022 2.404 -4.398
H -1.297 3.697 -4.677
H -1.715 2.008 -4.636
H -2.311 3.091 -2.449
H -1.781 0.741 -2.035
H -0.685 1.635 -0.999
H -0.175 0.831 -2.496
H -0.671 4.577 -2.456
C -3.644 -3.434 2.004
C -3.410 -1.974 1.737
C -2.014 -1.740 1.183
O -4.243 -1.650 0.632
H -2.870 -3.832 2.660
H -3.609 -3.997 1.071
H -4.640 -3.447 2.446
H -3.598 -1.342 2.604
H -1.749 -2.410 0.365
H -1.299 -1.873 1.995
H -1.821 -0.758 0.752
H -5.051 -2.168 0.647
C -2.031 5.585 1.104
C -2.001 4.052 1.309
C -0.974 3.252 0.493
O -1.639 3.816 2.621
H -2.142 5.905 0.067
H -1.160 6.102 1.504
H -2.923 5.895 1.648
H -2.960 3.583 1.090
H -1.121 2.182 0.640
H 0.012 3.701 0.609
H -1.141 3.479 -0.560
H -0.765 4.187 2.763
C -2.744 -1.381 -2.603
C -3.446 -0.132 -3.148
C -4.881 -0.467 -3.659
O -3.630 0.842 -2.138
H -2.658 -2.250 -3.255
H -3.337 -1.798 -1.789
H -1.784 -1.073 -2.188
H -2.920 0.344 -3.975
H -5.340 0.454 -4.019
H -5.503 -0.938 -2.898
H -4.770 -1.243 -4.416
H -3.716 0.370 -1.306
C -3.107 1.935 -0.096
C -3.972 0.705 0.325
C -5.504 0.860 0.265
O -3.556 -0.374 -0.457
H -3.324 2.229 -1.123
H -2.044 1.701 -0.025
H -3.307 2.791 0.548
H -3.711 0.461 1.355
H -5.795 0.952 -0.781
H -5.918 1.651 0.891
H -5.963 -0.074 0.590
H -3.621 -1.201 0.026
C 2.123 -1.451 -2.043
C 0.929 -2.366 -1.985
C 0.893 -3.302 -3.153
O 1.023 -3.124 -0.766
H 2.041 -0.578 -1.396
H 2.114 -1.090 -3.072
H 3.076 -1.976 -1.976
H 0.045 -1.757 -2.174
H 0.705 -2.686 -4.032
H 0.126 -4.078 -3.157
H 1.849 -3.805 -3.298
H 1.091 -2.474 -0.063
C -0.621 -0.709 -3.881
C 0.114 -0.655 -5.222
C 0.994 0.584 -5.424
O 0.983 -1.759 -5.387
H -1.416 0.035 -3.921
H -0.013 -0.497 -3.001
H -1.155 -1.657 -3.828
H -0.618 -0.741 -6.025
H 0.447 1.511 -5.247
H 1.434 0.537 -6.420
H 1.778 0.664 -4.671
H 1.483 -1.569 -6.185
C 0.967 0.991 0.260
C 0.319 -0.374 0.457
C -0.769 -0.727 -0.574
O 1.267 -1.414 0.467
H 1.631 1.212 1.096
H 0.247 1.808 0.317
H 1.454 1.062 -0.712
H -0.090 -0.462 1.464
H -0.429 -0.923 -1.590
H -1.511 0.070 -0.625
H -1.236 -1.700 -0.422
H 1.552 -1.582 1.368
C 3.138 -4.404 2.945
C 2.347 -3.775 1.839
C 2.172 -4.615 0.557
O 0.991 -3.668 2.283
H 3.064 -3.818 3.862
H 4.192 -4.564 2.721
H 2.744 -5.400 3.147
H 2.711 -2.775 1.606
H 1.813 -5.608 0.825
H 3.168 -4.718 0.126
H 1.494 -4.095 -0.120
H 0.603 -4.516 2.511
C -0.210 -1.825 3.779
C 1.353 -1.492 3.637
C 2.220 -2.239 4.615
O 1.708 -1.710 2.302
H -0.619 -1.900 4.786
H -0.374 -2.790 3.300
H -0.760 -1.036 3.266
H 1.525 -0.428 3.797
H 3.243 -2.168 4.244
H 2.029 -3.311 4.648
H 2.166 -1.826 5.622
H 1.698 -2.662 2.183
C -0.682 -4.481 0.875
C -1.036 -4.737 -0.582
C -1.678 -3.565 -1.262
O 0.141 -4.914 -1.329
H -1.540 -4.043 1.386
H 0.144 -3.779 0.992
H -0.432 -5.420 1.368
H -1.673 -5.614 -0.696
H -0.978 -2.733 -1.180
H -2.604 -3.315 -0.745
H -1.797 -3.716 -2.335
H 0.603 -4.082 -1.202
C 4.915 0.774 0.763
C 4.772 -0.014 2.097
C 3.824 -1.157 1.829
O 5.977 -0.504 2.578
H 5.293 0.155 -0.050
H 5.534 1.671 0.788
H 3.946 1.135 0.418
H 4.393 0.702 2.827
H 3.752 -1.853 2.664
H 4.212 -1.786 1.027
H 2.836 -0.716 1.693
H 6.579 0.241 2.650
C 2.705 0.475 -2.903
C 3.240 1.806 -3.397
C 2.190 2.571 -4.156
O 3.704 2.539 -2.270
H 2.767 -0.311 -3.655
H 1.662 0.599 -2.610
H 3.216 0.073 -2.028
H 4.038 1.656 -4.123
H 2.468 3.606 -4.356
H 1.275 2.730 -3.587
H 1.881 2.121 -5.099
H 2.882 2.686 -1.796
C -1.557 0.847 2.341
C -2.739 1.456 3.105
C -2.331 1.883 4.500
O -3.255 2.580 2.423
H -1.177 -0.066 2.800
H -0.741 1.556 2.202
H -1.784 0.502 1.333
H -3.592 0.778 3.120
H -3.221 2.144 5.074
H -1.640 2.720 4.400
H -1.914 1.090 5.121
H -2.612 3.291 2.371
C 3.383 3.051 -0.053
C 1.930 3.160 -0.373
C 1.541 4.615 -0.459
O 1.672 2.588 -1.589
H 3.981 3.495 -0.849
H 3.728 2.047 0.191
H 3.651 3.635 0.828
H 1.359 2.733 0.451
H 0.484 4.655 -0.721
H 2.167 5.205 -1.129
H 1.710 5.073 0.516
H 0.783 2.898 -1.773
C 0.421 1.890 3.776
C 1.844 2.208 4.140
C 2.860 1.123 3.755
O 2.258 3.322 3.372
H -0.304 2.680 3.974
H 0.100 1.009 4.333
H 0.328 1.673 2.712
H 1.949 2.453 5.197
H 2.799 0.968 2.678
H 2.656 0.202 4.301
H 3.892 1.451 3.880
H 3.180 3.429 3.620
*
```

The HOMO-LUMO gap is 8.20 eV. The calculation puts the highest occupied orbital energy at -7.93 eV.

***

2:
Here is a 16-piece molecular cluster, C48H128O16 overall from the OMol25 dataset. Energies are from ωB97M-V/def2-TZVPD.

Geometry as ORCA input:
```
! wB97M-V def2-TZVPD RIJCOSX def2/J DEFGRID3
* xyz 0 1
C 13.403 3.705 -13.848
C 11.909 3.580 -14.080
C 11.132 3.872 -12.852
O 11.490 4.431 -15.107
H 13.713 4.656 -13.414
H 13.968 3.694 -14.780
H 13.733 2.937 -13.149
H 11.690 2.565 -14.414
H 11.383 3.347 -11.930
H 10.079 3.721 -13.091
H 11.221 4.920 -12.566
H 10.532 4.463 -15.153
C 12.517 1.283 -1.464
C 12.756 2.529 -0.624
C 13.909 3.441 -1.087
O 11.557 3.294 -0.561
H 11.483 1.013 -1.246
H 13.159 0.415 -1.315
H 12.511 1.546 -2.522
H 12.868 2.250 0.424
H 14.847 2.887 -1.076
H 14.065 4.292 -0.425
H 13.810 3.738 -2.132
H 11.678 3.883 0.187
C 11.966 -2.066 -8.622
C 12.702 -3.131 -7.779
C 13.497 -4.129 -8.614
O 13.647 -2.414 -7.065
H 11.228 -2.449 -9.327
H 12.676 -1.634 -9.327
H 11.437 -1.311 -8.040
H 12.015 -3.633 -7.098
H 14.240 -3.619 -9.226
H 12.852 -4.709 -9.274
H 13.935 -4.912 -7.995
H 13.986 -3.036 -6.417
C 9.378 7.113 -6.769
C 8.992 6.234 -5.595
C 9.063 4.748 -6.022
O 9.984 6.385 -4.643
H 10.467 7.104 -6.820
H 9.156 8.145 -6.499
H 8.885 6.818 -7.696
H 8.032 6.542 -5.182
H 10.037 4.483 -6.435
H 8.346 4.488 -6.801
H 8.806 4.058 -5.219
H 9.900 5.767 -3.913
C 7.939 10.684 -13.296
C 6.964 10.564 -14.433
C 7.750 10.476 -15.809
O 6.079 9.540 -14.226
H 8.469 9.745 -13.136
H 7.459 10.896 -12.341
H 8.557 11.581 -13.338
H 6.438 11.516 -14.495
H 8.339 9.560 -15.842
H 8.423 11.328 -15.907
H 7.081 10.545 -16.667
H 5.615 9.829 -13.437
C 14.173 9.746 -1.561
C 14.284 10.305 -2.985
C 15.200 9.401 -3.855
O 12.991 10.351 -3.596
H 13.735 10.502 -0.909
H 15.101 9.420 -1.092
H 13.542 8.857 -1.553
H 14.698 11.306 -2.864
H 15.294 9.813 -4.860
H 14.834 8.375 -3.898
H 16.178 9.391 -3.375
H 12.556 9.504 -3.471
C 6.886 8.280 1.190
C 6.271 8.945 2.462
C 4.960 8.283 2.985
O 7.265 8.768 3.479
H 6.095 8.264 0.439
H 7.176 7.247 1.381
H 7.785 8.711 0.749
H 6.242 10.033 2.403
H 5.115 7.229 3.215
H 4.096 8.333 2.323
H 4.648 8.713 3.937
H 6.983 9.304 4.224
C 15.648 3.174 -7.964
C 16.994 2.463 -7.870
C 17.618 2.400 -6.501
O 16.971 1.161 -8.422
H 15.390 3.550 -8.954
H 15.713 4.087 -7.372
H 14.801 2.608 -7.578
H 17.726 2.994 -8.477
H 16.957 1.925 -5.776
H 17.795 3.427 -6.180
H 18.592 1.913 -6.447
H 16.299 0.686 -7.928
C 11.945 14.272 -8.049
C 12.687 15.411 -7.375
C 12.177 16.798 -7.797
O 12.393 15.329 -5.969
H 12.071 14.253 -9.132
H 10.863 14.299 -7.918
H 12.325 13.300 -7.735
H 13.750 15.324 -7.604
H 12.843 17.525 -7.332
H 11.170 16.965 -7.416
H 12.100 16.905 -8.879
H 12.172 14.411 -5.794
C 2.059 4.274 -2.993
C 1.730 2.913 -3.626
C 0.811 3.002 -4.850
O 2.955 2.287 -3.909
H 1.114 4.761 -2.752
H 2.564 4.907 -3.722
H 2.709 4.230 -2.119
H 1.300 2.291 -2.841
H -0.103 3.551 -4.620
H 0.472 1.998 -5.106
H 1.316 3.412 -5.724
H 3.508 2.418 -3.136
C 5.577 11.558 -3.998
C 5.283 12.800 -3.161
C 6.509 13.680 -2.984
O 4.353 13.685 -3.816
H 4.749 10.851 -3.940
H 6.507 11.069 -3.706
H 5.738 11.746 -5.059
H 4.836 12.646 -2.179
H 7.282 13.015 -2.599
H 6.253 14.535 -2.358
H 6.853 14.030 -3.957
H 4.044 14.230 -3.089
C 1.532 8.479 -8.264
C 2.819 8.373 -9.061
C 2.984 7.037 -9.678
O 2.923 9.416 -9.997
H 1.453 9.372 -7.645
H 1.341 7.643 -7.592
H 0.682 8.429 -8.945
H 3.699 8.524 -8.436
H 2.204 6.830 -10.410
H 3.004 6.282 -8.892
H 3.852 7.054 -10.337
H 2.915 10.229 -9.487
C 5.241 -0.251 -10.108
C 4.223 -1.311 -10.336
C 3.976 -1.542 -11.792
O 4.674 -2.481 -9.784
H 4.826 0.719 -10.379
H 6.166 -0.416 -10.659
H 5.558 -0.060 -9.083
H 3.323 -0.925 -9.858
H 3.653 -0.560 -12.137
H 3.185 -2.270 -11.971
H 4.865 -1.751 -12.387
H 4.735 -2.293 -8.845
C 6.582 2.004 2.577
C 5.944 1.257 1.386
C 4.469 1.119 1.614
O 6.192 1.958 0.153
H 7.661 1.926 2.444
H 6.354 1.470 3.499
H 6.217 3.031 2.545
H 6.489 0.314 1.403
H 4.038 0.826 0.656
H 3.983 2.019 1.989
H 4.200 0.416 2.402
H 7.083 2.308 0.219
C 15.963 9.448 -11.430
C 16.384 10.843 -11.942
C 17.699 11.217 -11.315
O 16.577 10.700 -13.347
H 15.355 9.011 -12.223
H 15.364 9.695 -10.553
H 16.750 8.774 -11.093
H 15.624 11.588 -11.701
H 17.602 11.248 -10.230
H 17.979 12.237 -11.582
H 18.480 10.534 -11.649
H 15.831 10.292 -13.794
C 5.948 -4.921 -3.733
C 5.951 -3.409 -3.809
C 7.320 -2.853 -4.230
O 4.901 -2.941 -4.629
H 5.696 -5.374 -4.692
H 5.171 -5.216 -3.027
H 6.879 -5.359 -3.375
H 5.847 -3.015 -2.798
H 7.311 -3.043 -5.303
H 8.186 -3.300 -3.741
H 7.350 -1.787 -4.004
H 4.717 -2.022 -4.423
*
```

The HOMO-LUMO gap is 9.87 eV. The calculation puts the highest occupied orbital energy at -9.99 eV.

***

3:
Here is a 16-piece molecular cluster, C48H128O16 overall from the OMol25 dataset. Energies are from ωB97M-V/def2-TZVPD.

Geometry as ORCA input:
```
! wB97M-V def2-TZVPD RIJCOSX def2/J DEFGRID3
* xyz 0 1
C 18.471 16.117 17.913
C 17.728 14.796 17.856
C 17.136 14.422 16.524
O 18.662 13.804 18.130
H 19.214 16.112 17.116
H 19.104 16.171 18.799
H 17.800 16.966 17.782
H 16.951 14.841 18.619
H 16.447 15.182 16.158
H 16.450 13.595 16.709
H 17.821 14.130 15.728
H 18.320 12.928 17.936
C 18.100 20.049 17.163
C 17.468 20.155 18.570
C 16.460 21.311 18.701
O 16.818 18.970 18.883
H 18.815 20.870 17.105
H 17.309 20.093 16.414
H 18.772 19.208 16.994
H 18.232 20.300 19.334
H 15.851 21.039 19.564
H 15.950 21.486 17.754
H 16.966 22.233 18.988
H 16.034 18.959 18.329
C 14.952 15.997 20.695
C 15.323 17.101 21.697
C 15.045 16.697 23.152
O 16.731 17.428 21.535
H 15.208 16.226 19.661
H 13.875 15.832 20.667
H 15.526 15.127 21.014
H 14.861 18.061 21.466
H 15.243 17.537 23.818
H 15.635 15.809 23.380
H 14.038 16.397 23.441
H 16.886 17.819 20.672
C 15.736 17.474 14.090
C 15.261 18.875 13.740
C 15.025 19.036 12.212
O 14.090 18.929 14.505
H 15.064 16.677 13.770
H 15.909 17.369 15.161
H 16.732 17.311 13.678
H 16.002 19.623 14.022
H 14.757 20.078 12.036
H 14.241 18.377 11.839
H 15.956 18.913 11.659
H 13.486 19.608 14.195
C 13.895 12.064 15.528
C 13.539 13.562 15.449
C 13.419 14.105 14.012
O 12.243 13.753 16.099
H 14.802 11.755 15.008
H 13.120 11.467 15.047
H 13.975 11.721 16.559
H 14.324 14.111 15.970
H 12.674 13.538 13.453
H 14.307 14.017 13.385
H 13.052 15.129 14.073
H 12.329 13.485 17.017
C 15.189 11.856 19.658
C 14.825 10.467 19.081
C 14.969 9.318 20.089
O 13.445 10.498 18.831
H 14.687 12.139 20.583
H 14.956 12.629 18.925
H 16.272 11.947 19.739
H 15.380 10.280 18.162
H 14.866 8.312 19.682
H 14.359 9.513 20.971
H 16.002 9.354 20.434
H 13.107 9.628 19.055
C 10.059 18.588 21.307
C 10.205 17.993 22.703
C 11.542 17.308 22.823
O 10.104 18.959 23.649
H 10.720 19.437 21.130
H 9.048 18.953 21.129
H 10.272 17.831 20.551
H 9.561 17.163 22.992
H 11.698 17.150 23.890
H 12.296 17.956 22.378
H 11.570 16.339 22.325
H 10.774 19.613 23.437
C 14.459 21.096 22.660
C 13.110 21.498 22.121
C 12.864 20.964 20.714
O 12.057 20.981 22.932
H 15.315 21.423 22.069
H 14.523 20.008 22.650
H 14.500 21.446 23.691
H 12.968 22.573 22.009
H 12.935 19.878 20.648
H 13.614 21.336 20.017
H 11.896 21.289 20.333
H 12.340 21.188 23.825
C 9.609 16.591 15.650
C 9.365 15.195 16.260
C 7.948 14.969 16.740
O 9.640 14.199 15.295
H 10.568 16.525 15.136
H 9.521 17.359 16.419
H 8.886 16.718 14.844
H 9.909 15.117 17.201
H 7.822 14.132 17.427
H 7.292 14.698 15.913
H 7.564 15.835 17.280
H 10.590 14.064 15.254
C 10.619 14.510 20.005
C 11.706 13.448 20.092
C 11.089 12.131 20.600
O 12.147 13.240 18.776
H 9.749 14.180 19.437
H 10.991 15.399 19.496
H 10.101 14.856 20.900
H 12.473 13.718 20.818
H 11.837 11.338 20.610
H 10.172 11.823 20.099
H 10.717 12.274 21.615
H 12.527 12.361 18.710
C 14.673 22.723 15.229
C 13.430 23.052 16.135
C 13.653 24.209 17.119
O 12.419 23.386 15.259
H 15.366 22.050 15.734
H 15.176 23.608 14.839
H 14.330 22.151 14.367
H 13.006 22.240 16.726
H 12.742 24.707 17.450
H 14.344 24.935 16.690
H 14.200 23.747 17.941
H 12.693 24.229 14.891
C 10.636 14.633 8.658
C 11.669 15.256 9.524
C 11.096 15.916 10.740
O 12.580 14.306 9.951
H 9.957 15.369 8.228
H 10.047 14.000 9.321
H 11.109 13.938 7.963
H 12.203 15.984 8.912
H 11.961 16.393 11.202
H 10.777 15.152 11.449
H 10.227 16.557 10.593
H 12.175 13.833 10.682
C 9.799 21.561 17.644
C 9.684 23.046 17.938
C 10.669 23.577 18.978
O 9.934 23.738 16.784
H 8.919 21.353 17.035
H 9.804 20.860 18.478
H 10.716 21.296 17.116
H 8.673 23.261 18.286
H 10.313 23.260 19.958
H 10.674 24.665 19.041
H 11.706 23.276 18.831
H 10.811 23.527 16.455
C 9.941 21.190 13.159
C 10.946 20.270 13.898
C 11.000 18.919 13.310
O 12.192 20.900 13.703
H 8.963 20.709 13.160
H 10.177 21.375 12.111
H 9.916 22.213 13.534
H 10.712 20.261 14.963
H 11.292 18.899 12.260
H 10.036 18.448 13.503
H 11.792 18.335 13.778
H 12.211 21.797 14.046
C 12.238 18.897 17.723
C 13.561 18.201 17.686
C 13.404 16.880 16.979
O 14.626 18.921 17.115
H 11.929 18.928 16.678
H 12.305 19.859 18.231
H 11.492 18.213 18.126
H 13.885 17.992 18.706
H 12.692 16.218 17.473
H 14.375 16.385 16.965
H 12.973 17.001 15.985
H 14.374 18.821 16.194
C 19.694 16.716 13.388
C 19.729 18.148 13.840
C 20.985 18.438 14.565
O 19.833 18.903 12.613
H 20.365 16.520 12.552
H 18.713 16.343 13.094
H 20.042 16.095 14.214
H 18.820 18.498 14.329
H 21.875 18.315 13.947
H 21.017 17.843 15.477
H 20.913 19.471 14.907
H 19.991 19.807 12.895
*
```

The HOMO-LUMO gap is 9.97 eV. The calculation puts the highest occupied orbital energy at -9.53 eV.

***

Name the least stable of them. 1.